The following is a DFT calculation (wB97M-V/def2-TZVPD) of one molecule with the formula H3N2P in a non-equilibrium geometry.

The calculation puts the energy at -12313.7870 eV. The HOMO energy comes out at -9.66 eV. As for the strongest force on any atom: 4.572 eV/A. For the relative energy (zero: lowest compared OMol25 entry of this formula, charge and spin), the calculation gives 354.41 kJ/mol. For the orbital gap, the calculation gives 9.33 eV. As for the LUMO energy: -0.327 eV. The SMILES is N#[PH]N. As for the total charge: 0.

Each line ends with the Mulliken charge.
Cartesian coordinates (Å):
N (-0.037, 1.570, -0.022)  -0.42
N (0.300, -1.175, 0.681)  -0.57
P (-0.071, 0.147, -0.465)  0.40
H (-0.372, -0.944, -1.240)  0.10
H (1.238, -0.891, 0.916)  0.23
H (-0.265, -1.945, 1.280)  0.26


The following is a DFT calculation (wB97M-V/def2-TZVPD) of a 2-piece molecular cluster, H3N2P overall in a non-equilibrium geometry.

The calculation puts the energy at -12312.2240 eV. The HOMO energy (alpha / beta) comes out at -8.72 / -10.32 eV. As for the strongest force on any atom: 1.488 eV/A. For the relative energy (zero: lowest compared OMol25 entry of this formula, charge and spin), the calculation gives 69.96 kJ/mol. For the orbital gap (alpha / beta), the calculation gives 8.34 / 8.58 eV. As for the LUMO energy (alpha / beta): -0.377 / -1.735 eV. As for the total charge: 0. As for the expectation value of S²: 2.03. Its spin multiplicity is 3.

Each line ends with the Mulliken charge.
Cartesian coordinates (Å):
N (0.088, -0.685, -0.551)  -0.25
N (0.479, 1.349, 0.379)  -0.51
P (-0.660, -1.360, 0.590)  0.18
H (1.304, 1.460, -0.205)  0.25
H (-0.298, 1.810, -0.086)  0.25
H (-0.914, -2.575, -0.127)  0.08


The following is a DFT calculation (wB97M-V/def2-TZVPD) of a 2-piece molecular cluster, H3N3 overall in a non-equilibrium geometry.

The calculation puts the energy at -4511.6536 eV. The HOMO energy (alpha / beta) comes out at -10.13 / -9.35 eV. As for the strongest force on any atom: 1.869 eV/A. For the relative energy (zero: lowest compared OMol25 entry of this formula, charge and spin), the calculation gives 796.77 kJ/mol. For the orbital gap (alpha / beta), the calculation gives 10.12 / 9.63 eV. As for the LUMO energy (alpha / beta): -0.020 / 0.283 eV. As for the total charge: 0.

Each line ends with the Mulliken charge.
Cartesian coordinates (Å):
N (-0.125, 0.706, 0.484)  -0.16
N (0.963, -0.165, 0.086)  -0.21
N (-0.283, -0.645, 0.233)  -0.15
H (-0.100, 0.903, 1.491)  0.26
H (1.329, 0.011, -0.848)  0.26
H (-1.784, -0.811, -1.446)  0.01